Entry from the OMol25 dataset: C44H41AsGeN3O2ReS2 as an isolated structure at a distorted geometry (the ωB97M-V functional and the def2-TZVPD basis).

Values from the calculation:
- Highest occupied orbital energy (alpha / beta): -2.27 / -3.29 eV
- Relative energy (zero: lowest compared OMol25 entry of this formula, charge and spin): 1.049 eV
- DFT total energy: -196009.643 eV
- Spin multiplicity: 4
- Gap between HOMO and LUMO (alpha / beta): 4.4 / 5.4 eV
- Charge: -1

The geometry in XYZ format:
```
95
Properties=species:S:1:pos:R:3:lowdin_charge:R:1
C -2.980 0.128 -3.615 -0.09
C 1.901 -3.659 -2.119 -0.16
H 2.536 2.774 -0.111 0.09
C -1.785 6.140 -0.276 -0.10
H -2.886 -1.034 -1.773 0.06
C -0.086 1.781 2.776 -0.15
H -2.754 1.442 -5.345 0.10
C -2.353 4.910 0.037 -0.03
H 3.417 -5.134 -2.713 0.10
C -0.344 5.049 -1.894 -0.10
C 0.723 -2.984 -2.442 -0.26
H 0.872 0.018 -3.589 0.10
C 0.754 -4.113 -4.623 -0.09
C -0.918 3.833 -1.596 -0.04
C 2.498 -4.596 -2.997 -0.09
C 2.665 1.769 -0.471 -0.11
H -3.137 -3.147 -2.234 -0.02
C -0.931 -0.532 -2.491 -0.29
C -3.696 -3.310 0.742 -0.44
H 2.367 -3.517 -1.156 0.08
H -4.085 0.134 -3.643 0.11
As -2.079 -4.088 -0.055 1.11
C -0.823 -2.824 4.116 -0.14
H -1.062 -3.016 5.178 0.13
C 3.026 -0.761 -1.570 -0.11
C -2.259 0.821 -4.581 -0.11
N 0.929 -1.620 3.055 -0.11
H -4.477 -4.108 0.695 0.01
C 2.958 -3.054 4.233 -0.08
H 0.116 3.963 2.865 0.11
C -0.862 0.762 -4.567 -0.10
H 0.273 -4.300 1.743 0.03
C 3.229 -1.848 3.581 -0.07
C 1.913 -4.787 -4.218 -0.13
C 3.947 1.270 -0.655 -0.12
H -3.137 4.788 0.790 0.12
H 0.473 5.077 -2.652 0.12
O 2.143 8.830 -1.161 -0.06
C 4.145 -0.004 -1.211 -0.09
C 1.536 7.788 -0.905 -0.69
H 1.423 6.560 0.958 0.09
C 2.093 6.722 0.066 -0.05
C 0.638 -2.716 3.823 -0.26
Ge 0.147 -1.539 -1.218 0.92
H 0.581 1.405 -0.700 0.08
H -1.293 -3.627 3.540 0.11
N -0.794 0.714 3.153 -0.11
H -0.798 -2.849 -3.969 0.09
C -1.621 0.696 4.215 -0.19
C -2.160 2.407 -0.122 -0.09
H 3.170 -1.707 -2.091 0.08
C 0.613 -3.723 0.874 -0.36
H -1.843 -4.395 -2.611 -0.01
H -4.001 -2.431 0.154 -0.04
H -3.474 -4.898 -2.025 0.02
H 5.164 -0.384 -1.331 0.10
H 2.336 -5.562 -4.868 0.10
H -1.738 4.055 4.544 0.10
H 4.187 -1.350 3.612 0.10
C -1.871 3.715 -0.564 -0.25
H -2.414 1.961 5.749 0.12
H 0.684 1.483 2.051 0.09
H 0.766 -4.419 0.033 0.03
H 3.752 -3.674 4.674 0.11
C 1.650 -3.523 4.326 -0.03
H 2.315 -0.349 2.295 0.10
C -0.762 6.226 -1.252 -0.61
C -2.018 -0.665 4.559 -0.47
C -0.218 0.063 -3.550 -0.12
H 1.472 -4.534 4.756 0.13
N -1.455 -1.557 3.633 -0.16
S -0.102 7.759 -1.643 1.02
C -1.345 3.095 4.232 -0.07
O -2.837 -1.038 5.389 0.04
C 0.151 -3.292 -3.699 -0.13
H 3.016 7.161 0.436 0.07
C -2.322 -0.530 -2.576 -0.13
C -1.863 1.917 4.816 0.01
H 4.802 1.896 -0.419 0.09
C 1.589 0.961 -0.787 -0.14
H -0.612 2.877 -2.090 0.12
H -3.522 -2.999 1.780 -0.01
H -2.149 7.054 0.162 0.09
H 2.339 5.710 -0.373 0.09
C -2.697 -4.097 -1.964 -0.36
C -2.337 1.258 0.310 -0.53
H 1.619 -3.335 1.150 0.06
H 0.359 -4.217 -5.638 0.10
Re -0.590 -0.933 1.893 1.07
C 2.196 -1.219 2.929 -0.13
H -0.269 1.272 -5.318 0.09
C 1.741 -0.385 -1.190 -0.29
C -0.399 -2.610 0.537 -0.69
C -0.364 3.043 3.252 -0.06
S -2.701 -0.295 0.952 0.55
```